# C34H56BrHfNO6SSi

A molecular structure, C34H56BrHfNO6SSi in a non-equilibrium geometry (wB97M-V/def2-TZVPD, the OMol25 dataset).

```
101
C34H56BrHfNO6SSi | the OMol25 dataset | wB97M-V/def2-TZVPD
Hf 0.25 -1.29 1.01
C 0.56 3.55 0.77
C 1.12 3.14 -0.59
C 2.58 3.60 -0.65
C 0.30 3.80 -1.70
O 1.01 1.70 -0.70
Si 1.37 0.73 -1.98
S 1.42 -1.23 -1.19
O 0.33 0.95 -3.23
C -0.79 0.34 -3.86
C -1.37 1.41 -4.79
C -0.35 -0.88 -4.67
C -1.83 -0.08 -2.84
O 2.83 1.16 -2.53
C 3.54 1.02 -3.77
C 4.97 1.45 -3.48
C 2.93 1.93 -4.83
C 3.51 -0.44 -4.21
H 0.75 4.62 0.93
H 1.04 2.99 1.56
H -0.52 3.38 0.83
H 2.64 4.67 -0.46
H 3.02 3.38 -1.61
H 3.16 3.07 0.12
H 0.36 4.89 -1.62
H -0.74 3.50 -1.62
H 0.67 3.50 -2.68
H -0.61 1.75 -5.50
H -1.71 2.27 -4.21
H -2.21 1.00 -5.36
H 0.35 -0.59 -5.46
H -1.22 -1.35 -5.14
H 0.13 -1.60 -4.02
H -2.09 0.76 -2.20
H -1.45 -0.89 -2.23
H -2.74 -0.42 -3.35
H 4.98 2.46 -3.08
H 5.56 1.43 -4.40
H 5.43 0.78 -2.75
H 3.01 2.97 -4.51
H 1.88 1.69 -4.98
H 3.46 1.82 -5.78
H 3.91 -1.08 -3.41
H 4.11 -0.58 -5.11
H 2.49 -0.75 -4.42
C 0.20 -5.29 1.38
C 0.81 -4.06 0.71
C 2.23 -4.35 0.23
O 0.81 -2.97 1.63
H 0.11 -6.10 0.66
H -0.79 -5.05 1.78
H 0.84 -5.60 2.21
H 0.19 -3.80 -0.16
H 2.85 -4.64 1.07
H 2.65 -3.46 -0.24
H 2.21 -5.16 -0.50
Br -3.13 -3.93 3.86
C -4.08 -3.41 2.31
C -5.40 -3.83 2.22
C -6.15 -3.52 1.10
C -5.58 -2.83 0.04
C -4.26 -2.43 0.12
C -3.49 -2.69 1.26
C -2.11 -2.14 1.26
O -1.51 -1.81 2.30
O -1.54 -1.95 0.13
H -5.83 -4.40 3.03
H -7.19 -3.84 1.05
H -6.16 -2.60 -0.84
H -3.79 -1.90 -0.69
C -3.52 1.58 0.57
C -2.56 1.53 1.73
C -2.87 2.12 2.94
C -1.97 2.06 4.00
C -2.29 2.70 5.32
C -0.75 1.40 3.85
C -0.39 0.81 2.63
C -1.33 0.91 1.58
N 0.78 0.15 2.32
C 1.87 -0.15 3.27
C 2.95 -0.90 2.47
C 1.37 -1.08 4.40
C 2.53 1.12 3.83
H -4.43 2.12 0.83
H -3.80 0.57 0.25
H -3.06 2.08 -0.29
H -3.82 2.63 3.06
H -3.21 3.29 5.26
H -1.48 3.36 5.64
H -2.44 1.94 6.09
H -0.09 1.37 4.70
H -1.03 0.54 0.59
H 2.60 -1.89 2.18
H 3.84 -1.03 3.09
H 3.22 -0.34 1.58
H 0.84 -1.92 3.97
H 0.70 -0.57 5.09
H 2.22 -1.45 4.97
H 3.17 1.57 3.06
H 3.16 0.87 4.68
H 1.81 1.87 4.14
```

Computed properties:
Spin multiplicity: 1
E_LUMO: 0.135 eV
Calculated total energy: -5145.45928 hartree
Gap between HOMO and LUMO: 7.80 eV

---

# C34H56BrNO7

6 unconnected molecules or ions with the total composition C34H56BrNO7 in a non-equilibrium geometry (wB97M-V/def2-TZVPD, the OMol25 dataset).

```
99
C34H56BrNO7 | the OMol25 dataset | wB97M-V/def2-TZVPD
C 5.37 1.16 -1.50
C 4.22 0.27 -1.14
C 4.29 -0.69 -0.14
C 3.20 -1.52 0.16
C 2.01 -1.38 -0.55
C 1.92 -0.42 -1.55
C 0.63 -0.23 -2.32
C -0.23 0.96 -1.78
C 0.07 2.22 -2.61
C 0.14 3.49 -1.81
O 0.81 3.70 -0.88
Br -1.05 4.93 -2.47
C -0.16 1.08 -0.27
N -0.87 -0.14 0.22
C -1.83 -0.46 -0.79
O -2.56 -1.40 -0.74
C -1.71 0.55 -1.91
C 3.02 0.39 -1.84
H 6.20 1.07 -0.81
H 5.68 0.94 -2.52
H 5.03 2.19 -1.49
H 5.21 -0.80 0.41
H 3.27 -2.25 0.95
H 1.18 -2.02 -0.31
H 0.05 -1.15 -2.31
H 0.89 -0.04 -3.36
H -0.73 2.34 -3.34
H 0.99 2.16 -3.18
H 0.80 1.28 0.18
H -0.78 1.93 0.04
H -1.40 0.15 1.04
H -2.28 1.42 -1.54
H -2.02 0.19 -2.88
H 2.92 1.13 -2.62
C -6.64 -4.43 -0.24
C -5.54 -3.40 -0.44
C -4.34 -4.13 0.15
O -4.55 -5.53 -0.09
C -5.90 -5.74 -0.51
H -7.50 -4.29 -0.91
H -7.00 -4.40 0.79
H -5.38 -3.21 -1.50
H -5.73 -2.45 0.06
H -4.26 -3.97 1.23
H -3.40 -3.83 -0.31
H -5.90 -5.98 -1.58
H -6.32 -6.58 0.04
C -5.91 -1.13 4.43
C -6.36 0.00 3.51
C -6.48 -0.72 2.17
O -6.85 -2.06 2.47
C -6.70 -2.31 3.87
H -6.12 -0.94 5.48
H -4.84 -1.30 4.31
H -7.34 0.38 3.82
H -5.67 0.84 3.47
H -5.52 -0.73 1.64
H -7.23 -0.28 1.51
H -7.69 -2.37 4.32
H -6.19 -3.26 4.02
C 2.36 -5.39 -3.54
C 3.25 -6.44 -2.87
C 4.27 -5.56 -2.16
O 3.60 -4.35 -1.82
C 2.34 -4.29 -2.49
H 1.37 -5.76 -3.79
H 2.83 -5.03 -4.46
H 2.67 -7.01 -2.14
H 3.71 -7.14 -3.57
H 5.11 -5.31 -2.82
H 4.67 -6.02 -1.25
H 1.54 -4.46 -1.76
H 2.21 -3.29 -2.92
C 9.30 1.61 3.15
C 9.07 2.81 2.23
C 8.89 2.13 0.88
O 8.31 0.85 1.15
C 8.36 0.58 2.55
H 9.08 1.82 4.20
H 10.33 1.27 3.08
H 8.15 3.33 2.51
H 9.89 3.53 2.24
H 9.86 1.97 0.39
H 8.25 2.68 0.20
H 7.35 0.67 2.96
H 8.70 -0.45 2.70
C -2.74 7.71 1.64
C -2.55 6.79 0.44
C -3.93 6.82 -0.20
O -4.47 8.11 0.07
C -3.67 8.77 1.06
H -1.82 8.13 2.03
H -3.24 7.18 2.45
H -1.81 7.20 -0.24
H -2.23 5.78 0.71
H -4.59 6.07 0.24
H -3.90 6.67 -1.28
H -3.10 9.57 0.57
H -4.32 9.22 1.80
```

Computed properties:
Spin multiplicity: 1
SMILES: Cc1cccc(C[C@]2(CC(=O)Br)CNC(=O)C2)c1.C1CCOC1.C1CCOC1.C1CCOC1.C1CCOC1.C1CCOC1
E_LUMO: 0.179 eV
Calculated total energy: -4484.50652 hartree
Gap between HOMO and LUMO: 9.01 eV

---

# C34H56F12NO17S

5 unconnected molecules or ions with the total composition C34H56F12NO17S in a non-equilibrium geometry (wB97M-V/def2-TZVPD, the OMol25 dataset).

```
121
C34H56F12NO17S | the OMol25 dataset | wB97M-V/def2-TZVPD
C -5.16 -1.59 -2.31
C -4.02 -1.28 -1.36
O -2.76 -1.61 -1.94
C -1.82 -2.19 -1.04
C -0.40 -1.74 -1.36
O 0.27 -1.08 -0.26
C 0.34 0.30 -0.50
C 0.94 1.07 0.70
O 0.84 0.34 1.90
C -0.17 0.69 2.82
O -0.61 -0.45 3.45
C -1.39 1.43 2.22
C -2.12 1.96 3.46
C -2.24 0.39 1.47
C -3.39 -0.23 2.28
O -3.34 -1.37 2.66
N -0.94 2.63 1.38
S -2.24 3.34 0.37
C -2.44 2.60 -1.23
O -3.46 3.11 1.08
O -1.98 4.74 0.24
C 0.46 2.54 0.81
C 1.50 3.18 1.77
O 1.14 4.47 2.22
C 0.76 4.58 3.58
C 0.75 3.13 -0.58
C 0.83 4.66 -0.73
C 0.16 5.16 -2.01
O 2.23 4.98 -0.82
H -6.07 -1.45 -1.74
H -5.13 -2.62 -2.65
H -5.20 -0.88 -3.14
H -4.21 -1.81 -0.43
H -4.05 -0.20 -1.21
H -1.85 -3.27 -1.20
H -2.07 -2.04 0.00
H -0.40 -1.09 -2.23
H 0.18 -2.62 -1.61
H -0.62 0.71 -0.83
H 1.03 0.44 -1.34
H 2.00 1.17 0.51
H 0.27 1.36 3.57
H 0.05 -0.67 4.13
H -1.58 2.78 3.92
H -2.16 1.18 4.21
H -3.14 2.25 3.25
H -2.70 0.71 0.54
H -1.60 -0.45 1.22
H -4.25 0.42 2.49
H -0.87 3.37 2.10
H -1.77 3.02 -1.98
H -3.45 2.91 -1.50
H -2.39 1.52 -1.27
H 2.42 3.26 1.20
H 1.73 2.53 2.62
H -0.32 4.43 3.70
H 1.33 3.92 4.23
H 0.96 5.60 3.89
H 1.76 2.81 -0.80
H 0.17 2.71 -1.40
H 0.43 5.22 0.10
H -0.91 4.99 -2.03
H 0.69 4.72 -2.86
H 0.34 6.23 -2.06
H 2.36 5.82 -0.36
C 3.50 -0.80 2.98
C 3.78 -2.23 3.39
O 5.13 -2.38 3.86
C 5.35 -1.99 5.11
O 4.53 -1.53 5.86
C 6.82 -2.23 5.49
F 7.64 -1.80 4.52
F 7.04 -3.54 5.68
F 7.13 -1.59 6.62
H 4.23 -0.46 2.25
H 2.50 -0.71 2.56
H 3.58 -0.13 3.84
H 3.70 -2.89 2.53
H 3.09 -2.58 4.15
C 10.53 -1.39 3.27
C 11.38 -0.73 4.34
O 12.30 0.23 3.77
C 11.78 1.41 3.48
O 10.65 1.76 3.63
C 12.89 2.33 2.92
F 13.63 1.70 2.01
F 13.70 2.72 3.92
F 12.35 3.41 2.36
H 11.17 -1.83 2.50
H 9.91 -2.16 3.71
H 9.89 -0.66 2.78
H 12.01 -1.47 4.84
H 10.77 -0.26 5.11
C -2.53 -3.76 -7.33
C -3.03 -2.35 -7.12
O -2.24 -1.66 -6.13
C -1.08 -1.17 -6.54
O -0.61 -1.24 -7.63
C -0.39 -0.44 -5.37
F -0.43 -1.16 -4.23
F -1.01 0.74 -5.12
F 0.88 -0.18 -5.64
H -2.51 -4.30 -6.38
H -3.18 -4.29 -8.02
H -1.52 -3.77 -7.74
H -4.04 -2.36 -6.73
H -3.03 -1.78 -8.05
C -10.89 -5.64 -3.33
C -10.24 -4.81 -2.24
O -9.31 -3.85 -2.80
C -9.85 -2.75 -3.30
O -11.01 -2.47 -3.34
C -8.74 -1.82 -3.82
F -7.83 -2.49 -4.55
F -8.09 -1.25 -2.79
F -9.24 -0.85 -4.58
H -10.13 -6.13 -3.94
H -11.52 -6.41 -2.88
H -11.50 -5.03 -3.98
H -9.64 -5.43 -1.59
H -10.98 -4.29 -1.63
```

Computed properties:
Spin multiplicity: 1
E_LUMO: -2.934 eV
Calculated total energy: -4259.21745 hartree
Net charge: +1
Gap between HOMO and LUMO: 9.16 eV

---

# C34H57AlN3O2SSi

A molecular structure, C34H57AlN3O2SSi in a non-equilibrium geometry (wB97M-V/def2-TZVPD, the OMol25 dataset).

```
99
C34H57AlN3O2SSi | the OMol25 dataset | wB97M-V/def2-TZVPD
O 2.98 1.84 1.91
O 4.93 -1.18 1.96
C 2.93 3.20 2.41
C 1.66 3.55 3.14
H 3.07 3.84 1.53
H 3.81 3.34 3.05
H 0.77 3.10 2.68
H 1.50 4.63 3.12
H 1.72 3.21 4.19
C 2.62 0.88 2.93
C 3.56 0.83 4.11
H 2.62 -0.09 2.42
H 1.60 1.11 3.29
H 4.53 0.43 3.80
H 3.15 0.16 4.87
H 3.68 1.81 4.59
C 5.16 -2.57 1.77
C 5.85 -0.33 1.27
C 4.32 -3.35 2.76
H 6.23 -2.81 1.91
H 4.87 -2.85 0.73
H 4.64 -3.14 3.79
H 4.45 -4.43 2.58
H 3.25 -3.11 2.66
C 7.16 -0.14 2.01
H 5.32 0.62 1.21
H 6.03 -0.71 0.25
H 6.99 0.25 3.01
H 7.77 0.57 1.46
H 7.70 -1.09 2.07
H -0.15 -2.02 0.67
N -0.87 1.47 -1.05
C -1.26 1.44 -2.35
C -1.13 0.34 -3.20
C -0.88 -0.99 -2.86
C -1.88 2.67 -2.93
H -1.26 3.57 -2.79
H -2.87 2.87 -2.51
H -2.00 2.52 -4.01
C -1.01 -2.06 -3.89
H -1.99 -2.57 -3.82
H -0.23 -2.83 -3.80
H -0.94 -1.61 -4.88
N -0.64 -1.34 -1.59
C -1.17 2.63 -0.25
C -0.18 3.61 -0.05
C 1.19 3.44 -0.64
C -0.48 4.74 0.72
H 0.29 5.50 0.85
C -1.74 4.90 1.29
H -1.95 5.77 1.92
C -2.74 3.96 1.04
H -3.75 4.08 1.45
C -2.48 2.84 0.24
C -3.57 1.91 -0.07
C -0.99 -2.68 -1.23
C 0.01 -3.67 -1.05
C 1.40 -3.53 -1.59
C -0.30 -4.78 -0.26
H 0.51 -5.48 -0.02
C -1.60 -5.00 0.19
H -1.83 -5.88 0.78
C -2.61 -4.10 -0.14
H -3.64 -4.25 0.18
C -2.33 -2.95 -0.88
C -3.43 -1.98 -1.18
Al 0.09 0.01 -0.34
H 1.79 2.73 -0.06
H 1.72 4.40 -0.62
H 1.16 3.10 -1.68
H -3.45 1.37 -1.00
H -4.54 2.42 -0.05
H -3.71 0.99 0.85
H 1.66 -4.38 -2.24
H 2.13 -3.54 -0.76
H 1.54 -2.61 -2.17
H -3.14 -0.95 -0.96
H -4.29 -2.22 -0.56
H -3.75 -2.03 -2.23
H -1.37 0.51 -4.25
C 2.00 -0.63 -0.24
Si 3.10 -0.04 -1.67
H 2.43 -0.07 0.62
H 2.18 -1.69 0.00
C 4.18 1.44 -1.26
C 2.24 0.55 -3.24
C 4.23 -1.44 -2.18
H 4.74 -1.90 -1.32
H 5.00 -1.05 -2.86
H 3.69 -2.23 -2.71
H 3.68 2.19 -0.63
H 4.48 1.94 -2.20
H 5.10 1.15 -0.74
H 1.53 1.38 -3.06
H 1.69 -0.24 -3.75
H 3.01 0.93 -3.93
S -0.57 -1.02 1.51
C -4.09 0.03 1.57
N -4.47 -0.83 2.25
```

Computed properties:
Spin multiplicity: 1
E_LUMO (alpha / beta): -4.662 / -6.534 eV
Calculated total energy: -2574.33709 hartree
Net charge: +1
Gap between HOMO and LUMO (alpha / beta): 6.88 / 4.78 eV